Below is a structure of composition C25H32FGe2IrNOS, with properties calculated with the ωB97M-V functional and the def2-TZVPD basis.

Its net charge is +2. As for the multiplicity: 2. Its expectation value of S² is 0.783. As for the frontier orbital gap (alpha / beta): 7.675 / 6.283 eV.

XYZ file:
```
64
Properties=species:S:1:pos:R:3:forces:R:3:lowdin_charge:R:1
Ir -0.13459 1.11077 -0.74614 -0.045 -0.674 -0.274 0.944
C 3.89120 2.82579 -1.01322 0.006 0.030 0.019 -0.221
S 3.10558 1.58829 0.00859 0.062 0.082 -0.011 0.898
C 4.40879 0.37796 -0.01060 -0.016 -0.012 -0.029 -0.205
O 2.02534 0.99840 -0.91158 -0.050 -0.111 0.102 -0.741
H 4.01975 2.41266 -2.01271 0.028 -0.014 0.006 0.077
H 4.85423 3.08164 -0.57221 -0.009 0.020 0.006 0.076
H 3.25579 3.70813 -1.04728 -0.019 -0.019 -0.012 0.051
H 5.23750 0.77910 0.57285 0.012 0.003 -0.004 0.083
H 4.70894 0.18822 -1.04028 -0.005 -0.008 0.001 0.083
H 4.02958 -0.52550 0.46083 0.001 0.022 0.001 0.021
C 0.60078 5.23944 1.15615 -0.032 0.004 0.000 0.010
C 0.35925 3.97485 0.48437 0.080 0.027 -0.052 -0.126
N 0.16882 2.98053 -0.05043 0.042 0.478 0.275 0.028
H 0.36752 5.13346 2.21500 -0.003 0.003 0.007 0.110
H -0.03499 6.01024 0.72149 -0.011 -0.007 -0.004 0.111
H 1.64475 5.52738 1.04059 0.003 -0.011 0.000 0.103
F -6.09691 2.20392 -0.43104 0.048 -0.017 -0.003 0.149
C -4.81561 1.93669 -0.57034 -0.017 0.017 0.005 -0.231
C -4.39270 0.60902 -0.52002 -0.031 0.034 -0.034 0.042
C -3.05633 0.35445 -0.66174 0.103 0.024 0.011 -0.120
C -2.06880 1.38402 -0.78698 -0.062 -0.122 0.115 -0.361
C -2.59585 2.71335 -0.90674 0.094 0.031 -0.069 -0.086
C -3.93056 2.99332 -0.79362 -0.057 -0.001 -0.038 0.028
H -5.12048 -0.17945 -0.38355 0.004 -0.002 -0.014 0.140
H -2.74511 -0.67656 -0.66245 0.002 -0.045 0.036 0.051
H -1.92785 3.53709 -1.11832 -0.020 -0.019 0.066 0.089
H -4.32013 3.99866 -0.87783 0.006 0.000 -0.007 0.137
C 1.45401 -0.59347 -3.30503 0.047 -0.334 -0.135 -0.231
Ge -0.21675 -1.06080 -2.41801 -0.032 0.872 -0.237 0.744
C -0.35350 -3.00023 -2.15466 -0.002 0.109 0.124 -0.206
C -1.71526 -0.41551 -3.48835 -0.035 -0.274 -0.120 -0.226
Ge -0.14063 -0.91974 0.37031 -0.089 0.026 0.445 0.961
C 1.54302 -1.49955 1.13630 0.103 -0.051 -0.168 -0.346
C 2.31980 -2.51434 0.57846 0.013 0.011 0.055 -0.107
C 3.46269 -2.95970 1.23015 -0.007 0.001 0.003 -0.064
C 3.84680 -2.38428 2.43411 -0.004 -0.016 -0.001 -0.059
C 3.08766 -1.36256 2.98856 -0.010 0.013 0.003 -0.061
C 1.93756 -0.92310 2.34588 -0.015 0.010 -0.012 -0.128
C -1.58997 -1.61353 1.44352 -0.116 -0.111 -0.176 -0.342
C -1.68496 -1.11979 2.74431 0.040 0.012 -0.004 -0.104
C -2.69577 -1.56246 3.58545 0.008 0.007 0.008 -0.053
C -3.60585 -2.50909 3.13958 -0.008 -0.010 0.004 -0.048
C -3.51091 -3.01340 1.84951 0.005 0.000 0.003 -0.053
C -2.51156 -2.56295 1.00084 0.005 0.022 0.060 -0.120
H 1.31129 -0.78238 -4.37108 -0.004 -0.048 0.011 0.040
H 2.27634 -1.21535 -2.95265 0.021 0.049 0.029 0.030
H 1.71702 0.44803 -3.16855 -0.020 0.063 -0.026 -0.002
H -0.41924 -3.37791 -3.17767 0.004 -0.032 0.002 0.050
H -1.24662 -3.32019 -1.62584 -0.022 -0.016 -0.012 0.009
H 0.52280 -3.44363 -1.69070 0.008 -0.032 0.012 0.012
H -1.52146 -0.73134 -4.51626 -0.009 -0.016 0.007 0.041
H -1.78809 0.66813 -3.47173 0.018 0.024 0.006 0.020
H -2.66527 -0.84743 -3.17946 -0.018 0.035 0.026 0.029
H 2.04357 -2.97670 -0.35919 0.002 -0.010 -0.015 0.084
H 4.04974 -3.75992 0.79938 0.001 -0.001 -0.002 0.120
H 4.73361 -2.73669 2.94363 -0.002 -0.003 0.001 0.120
H 3.38105 -0.91752 3.93024 0.001 0.002 -0.002 0.118
H 1.34937 -0.13589 2.80566 0.016 0.004 0.004 0.099
H -0.97827 -0.38611 3.11651 -0.011 -0.001 0.013 0.095
H -2.76593 -1.17343 4.59229 -0.002 0.005 -0.001 0.117
H -4.38757 -2.85913 3.80007 0.001 -0.002 0.000 0.119
H -4.21352 -3.76045 1.50499 0.001 0.001 0.000 0.118
H -2.46315 -2.96348 -0.00335 -0.003 -0.021 -0.002 0.083
```
Forces are in eV/Å.

=====

Below is a cluster of 2 separate species, C25H32N2O3 in total at a distorted geometry, with properties calculated with the ωB97M-V functional and the def2-TZVPD basis.

Its net charge is 0. As for the frontier orbital gap: 4.556 eV.

XYZ file:
```
62
Properties=species:S:1:pos:R:3:forces:R:3:lowdin_charge:R:1
C -4.40020 -0.79913 -3.66147 -0.121 -0.156 -0.072 -0.081
C -3.40920 0.27967 -3.30902 0.161 -0.043 0.052 -0.238
O -2.10668 -0.31766 -3.13819 -1.057 0.173 -0.056 -0.041
C -1.12076 0.60375 -2.96437 2.452 -0.309 0.248 -0.511
C 0.17928 -0.04943 -2.81418 -0.226 1.416 -0.304 -0.127
C 1.43019 0.67779 -2.90626 -0.726 -0.890 0.277 -0.407
O 1.63791 1.87750 -2.78002 0.244 0.501 -0.041 0.003
C 2.55200 -0.34352 -3.17347 0.163 0.035 -0.302 -0.117
C 1.90361 -1.72977 -3.08381 0.011 -0.208 0.360 -0.174
C 0.36932 -1.50838 -2.96889 -0.128 -0.533 -0.212 -0.175
O -1.33321 1.80682 -2.91644 -0.530 -0.160 0.096 0.052
H -5.37016 -0.33293 -3.84981 0.007 -0.044 0.007 0.075
H -4.10105 -1.32841 -4.57201 -0.010 0.022 0.179 0.079
H -4.53177 -1.51952 -2.84660 0.108 0.057 -0.150 0.073
H -3.34554 1.03177 -4.10244 -0.043 -0.061 0.217 0.124
H -3.69614 0.77871 -2.37417 0.078 0.042 -0.231 0.123
H 2.97042 -0.16227 -4.17418 -0.131 0.143 0.206 0.113
H 3.37909 -0.20929 -2.46128 -0.247 0.039 -0.154 0.109
H 2.14795 -2.39419 -3.92606 -0.019 0.294 0.237 0.101
H 2.27839 -2.21571 -2.17506 -0.147 -0.113 -0.163 0.097
H -0.03455 -2.03694 -2.09199 0.103 -0.266 -0.220 0.076
H -0.17217 -1.90249 -3.84717 0.173 -0.002 0.250 0.114
C -0.81036 -5.87348 1.90266 0.005 0.090 -0.136 -0.054
N -1.11376 -4.62502 2.57932 -0.379 -0.381 0.000 -0.214
C -1.44746 -4.72104 3.98849 0.323 0.295 0.039 -0.062
C -0.85258 -3.41797 1.96987 0.032 0.403 -0.363 -0.220
C -1.33116 -3.16392 0.65065 0.107 -0.114 0.520 0.002
C -1.20375 -1.90654 0.10953 0.098 0.372 0.199 -0.005
C -0.49930 -0.86774 0.79871 0.115 -0.995 0.205 -0.183
C -0.48805 0.42246 0.24123 -0.312 0.586 0.109 0.098
C 0.06849 1.59917 0.79223 -0.255 0.417 0.418 -0.184
C 0.40866 2.60014 -0.15349 0.070 -0.241 -0.300 0.011
C 1.22650 3.64841 0.16635 -0.145 0.107 0.310 0.013
C 1.56447 3.90408 1.52749 0.017 -0.111 -0.667 -0.194
N 2.36185 4.95857 1.85443 -0.044 0.070 0.092 -0.179
C 2.49312 5.43384 3.21839 -0.007 -0.019 0.365 -0.063
C 3.13241 5.70484 0.87080 0.016 0.095 -0.092 -0.040
C 1.00694 3.04271 2.52406 -0.141 -0.045 -0.073 -0.010
C 0.30055 1.90696 2.17283 0.537 0.131 -0.430 -0.019
C 0.14837 -1.20383 2.02498 -0.592 -0.106 -0.152 0.000
C -0.10693 -2.41185 2.64149 -0.333 -0.142 -0.232 0.002
H -0.89861 -5.73368 0.82075 0.045 -0.194 0.235 0.080
H 0.21622 -6.21552 2.12633 -0.242 0.061 -0.069 0.095
H -1.51210 -6.64675 2.23472 0.117 0.101 -0.209 0.086
H -2.22941 -3.99379 4.25088 0.226 -0.163 -0.086 0.098
H -1.83373 -5.73044 4.17030 0.096 0.286 0.057 0.085
H -0.58134 -4.54835 4.64548 -0.146 -0.147 0.021 0.082
H -1.88924 -3.94480 0.12584 0.215 0.344 0.181 0.119
H -1.67808 -1.66668 -0.84640 0.155 -0.057 0.305 0.114
H -1.03688 0.56100 -0.68760 0.361 -0.099 0.116 0.106
H 0.07004 2.47311 -1.18210 0.256 -0.001 0.056 0.101
H 1.55552 4.28796 -0.64956 -0.182 -0.193 0.314 0.107
H 1.51543 5.45005 3.72498 0.299 0.016 -0.167 0.092
H 3.18757 4.83204 3.83240 -0.185 0.128 -0.258 0.098
H 2.87765 6.46323 3.18500 -0.149 -0.366 0.073 0.087
H 2.80151 5.48399 -0.14162 0.165 0.106 0.212 0.070
H 2.99365 6.77657 1.05140 0.035 -0.141 -0.103 0.090
H 4.20996 5.48315 0.93569 -0.293 -0.029 0.064 0.102
H 1.15987 3.29520 3.57101 -0.089 -0.196 -0.205 0.097
H -0.10607 1.26432 2.95152 0.109 0.215 -0.156 0.109
H 0.82370 -0.49893 2.49682 -0.113 -0.095 -0.089 0.106
H 0.26963 -2.62787 3.64103 0.094 0.071 -0.330 0.110
```
Forces are in eV/Å.

=====

Below is a cluster of 4 separate species, C25H32N2O8S3 in total, with properties calculated with the ωB97M-V functional and the def2-TZVPD basis.

Its net charge is 0. As for the frontier orbital gap: 8.650 eV.

XYZ file:
```
70
Properties=species:S:1:pos:R:3:forces:R:3:lowdin_charge:R:1
O 0.21050 0.92380 -2.13134 -0.012 -0.231 0.196 0.151
C -0.04108 -0.24200 -2.07884 -0.172 0.245 0.127 -0.342
C 0.84591 -1.40431 -2.35191 -0.188 -0.188 0.049 -0.095
C 2.21716 -1.54062 -2.25254 -0.045 0.246 0.001 0.006
C 2.75151 -2.78159 -2.54482 0.011 -0.406 -0.115 -0.042
C 1.93807 -3.84745 -2.95248 0.324 0.155 0.079 -0.047
C 0.56984 -3.69370 -3.08371 -0.165 0.015 -0.155 0.009
C 0.04009 -2.45946 -2.76059 0.044 0.193 -0.013 -0.082
C -1.36578 -1.97102 -2.77829 -0.083 0.133 -0.112 -0.343
O -2.28287 -2.34166 -3.44986 0.010 -0.233 0.408 0.156
N -1.40073 -0.79439 -1.90778 0.581 0.018 -0.503 0.103
C -1.65139 -1.13683 -0.54428 -0.504 0.039 0.063 -0.289
C -2.67456 -2.03363 -0.23566 0.019 0.071 0.081 -0.004
C -2.88012 -2.33904 1.10232 0.162 0.172 -0.085 -0.068
C -2.08582 -1.72535 2.06319 0.065 -0.019 -0.163 -0.072
C -1.10555 -0.83491 1.64040 -0.147 -0.093 0.053 -0.115
N -0.87703 -0.55058 0.35487 -0.067 -0.144 0.090 0.156
H 2.83175 -0.70881 -1.93530 0.063 -0.015 -0.016 0.132
H 3.81699 -2.94734 -2.45895 0.007 0.059 -0.012 0.114
H 2.39886 -4.80302 -3.16569 -0.020 0.003 -0.017 0.109
H -0.07122 -4.49828 -3.41669 0.019 -0.039 0.006 0.124
H -3.28670 -2.45856 -1.01974 0.013 0.004 0.019 0.109
H -3.66158 -3.03694 1.37695 0.022 0.004 0.042 0.107
H -2.20706 -1.91365 3.12047 -0.031 0.024 -0.012 0.109
H -0.49539 -0.33492 2.38042 0.021 0.017 -0.131 0.078
C -4.05465 2.64314 0.92437 0.000 -0.080 0.027 -0.215
C -5.31324 1.81821 1.22903 0.038 0.014 0.021 -0.210
C -5.00644 0.95905 2.46145 -0.176 -0.005 -0.160 -0.211
S -3.77702 1.86976 3.41124 -0.093 0.068 -0.146 0.665
O -2.55244 1.11383 3.40201 0.066 -0.010 0.220 -0.314
O -4.35038 2.33335 4.64922 0.072 -0.044 0.044 -0.324
C -3.60382 3.22828 2.25894 -0.028 0.084 -0.167 -0.226
H -4.25033 3.42690 0.19441 0.003 -0.001 -0.011 0.115
H -3.27237 1.99598 0.52075 0.018 0.013 0.005 0.115
H -6.14801 2.48853 1.44333 0.009 0.014 0.016 0.115
H -5.60057 1.19553 0.38308 -0.003 -0.005 -0.003 0.113
H -5.87328 0.79243 3.09577 0.034 -0.013 0.055 0.101
H -4.55406 0.00632 2.19007 0.082 0.022 0.036 0.087
H -2.56914 3.56263 2.27067 0.018 -0.044 0.086 0.110
H -4.26310 4.02790 2.59596 -0.009 -0.007 0.020 0.106
C 1.52981 2.11719 -5.65109 0.061 0.009 -0.057 -0.211
C 2.06174 1.93894 -7.08002 0.010 -0.012 0.043 -0.213
C 3.52009 1.47788 -6.96906 -0.122 0.070 -0.173 -0.219
S 3.64368 0.58844 -5.40674 -0.116 0.010 -0.069 0.655
O 4.52737 1.31701 -4.53101 0.060 -0.064 0.035 -0.321
O 3.85995 -0.81566 -5.65405 0.070 -0.007 0.072 -0.332
C 1.95681 0.87048 -4.88661 -0.131 0.093 -0.008 -0.241
H 0.44838 2.24009 -5.63014 -0.006 0.004 0.008 0.118
H 1.97644 3.00192 -5.19299 -0.006 -0.005 0.023 0.122
H 1.47258 1.17896 -7.59684 0.001 -0.016 0.015 0.116
H 1.98771 2.85944 -7.65713 0.001 -0.002 -0.012 0.112
H 3.81609 0.80342 -7.76830 0.068 -0.026 0.038 0.100
H 4.21202 2.31590 -6.91561 0.028 -0.021 0.076 0.103
H 1.93174 0.99045 -3.80711 0.049 -0.028 0.018 0.080
H 1.37637 -0.00362 -5.18432 0.022 -0.022 0.005 0.112
C 2.33841 -0.73006 7.04830 0.013 -0.010 -0.069 -0.222
C 3.54118 -0.70000 6.09407 -0.046 0.014 -0.006 -0.214
C 2.99605 -0.47069 4.67894 0.195 -0.083 0.104 -0.217
S 1.46399 0.45407 4.87987 0.011 0.081 0.046 0.666
O 0.36711 -0.36911 4.43493 0.058 -0.036 0.023 -0.326
O 1.62610 1.79057 4.37293 -0.051 -0.009 -0.052 -0.314
C 1.47364 0.46761 6.66970 0.055 -0.081 0.167 -0.228
H 2.64686 -0.68199 8.09143 0.004 -0.007 0.005 0.114
H 1.77375 -1.65396 6.90697 -0.018 0.006 0.009 0.119
H 4.20618 0.11997 6.37116 -0.014 0.017 0.001 0.116
H 4.11908 -1.62151 6.14358 0.011 0.001 0.000 0.112
H 3.66463 0.11349 4.05222 -0.054 0.022 -0.049 0.102
H 2.74334 -1.40443 4.18056 -0.077 0.017 -0.005 0.104
H 0.44704 0.41004 7.02310 -0.034 0.031 -0.084 0.109
H 1.92692 1.40760 6.98280 -0.004 0.018 -0.024 0.108
```
Forces are in eV/Å.

=====

Below is a cluster of 2 separate species, C25H32N3 in total at a distorted geometry, with properties calculated with the ωB97M-V functional and the def2-TZVPD basis.

Its net charge is +1. As for the frontier orbital gap: 4.878 eV.

XYZ file:
```
60
Properties=species:S:1:pos:R:3:forces:R:3:lowdin_charge:R:1
C 4.48650 1.63337 2.74138 0.028 0.232 -0.101 0.027
N 3.09527 1.17446 2.69577 -1.334 1.115 0.028 -0.029
C 2.00172 1.98601 2.65003 1.613 -0.963 0.316 0.064
C 0.82918 1.21698 2.71957 -2.053 0.099 0.135 -0.129
C -0.48112 1.72849 2.83256 1.724 -0.717 0.002 0.122
C -1.69751 0.97303 2.75655 -0.627 -0.406 -0.071 -0.205
C -1.88244 -0.10024 1.85788 0.406 0.507 0.060 -0.045
C -3.03650 -0.84422 1.87158 -0.105 -0.135 -0.145 -0.050
C -4.04414 -0.55029 2.77389 0.005 0.046 0.045 -0.035
C -3.90435 0.52046 3.63884 -0.303 -0.069 0.220 -0.053
C -2.76572 1.28521 3.62133 0.687 0.234 -0.170 -0.004
C 1.25956 -0.16283 2.84493 0.293 -0.654 -0.206 -0.091
C 0.57046 -1.36152 3.06528 0.235 0.405 0.049 0.000
C 1.28333 -2.52536 3.22477 0.216 0.010 0.040 -0.046
C 2.67862 -2.51578 3.19224 -0.150 -0.064 -0.037 -0.054
C 3.37885 -1.34795 3.00351 0.403 0.836 -0.088 0.005
C 2.66771 -0.16166 2.82720 -1.004 -0.448 0.147 -0.136
H 5.17146 0.79281 2.84767 -0.271 0.011 -0.032 0.092
H 4.73235 2.17014 1.82423 -0.044 -0.085 0.048 0.106
H 4.62305 2.30235 3.59222 -0.032 -0.088 -0.052 0.107
H 2.06000 3.05823 2.59693 0.291 0.148 -0.086 0.155
H -0.56762 2.76482 3.11285 -0.054 0.407 -0.106 0.136
H -1.11242 -0.31837 1.13860 0.225 -0.066 -0.191 0.119
H -3.15891 -1.66766 1.18713 0.038 -0.068 -0.156 0.119
H -4.93774 -1.15073 2.80166 -0.155 -0.082 -0.017 0.118
H -4.68892 0.74496 4.34096 -0.128 0.080 0.107 0.116
H -2.64381 2.09419 4.32045 -0.070 0.254 0.138 0.121
H -0.50013 -1.36949 3.14294 -0.093 -0.108 -0.016 0.099
H 0.76064 -3.45312 3.38815 -0.057 -0.122 0.052 0.114
H 3.21569 -3.43654 3.33804 0.134 -0.148 -0.008 0.114
H 4.45517 -1.32923 3.01510 0.208 -0.165 -0.003 0.110
C -2.31234 -2.58943 -4.13565 -0.047 0.005 0.105 -0.160
C -1.09206 -3.53694 -3.98442 0.030 0.018 0.132 -0.164
C 0.12518 -2.63030 -3.73387 -0.258 1.311 0.132 -0.172
N -0.42762 -1.28643 -3.33775 -0.434 -0.566 0.165 -0.167
C 0.45863 -0.11810 -3.53482 -0.593 -0.897 0.256 -0.171
C -0.13376 1.16608 -2.95190 -0.365 0.035 0.276 -0.333
C 0.73500 2.42737 -3.15728 0.032 -0.322 0.137 -0.135
C 0.46824 3.29588 -1.91245 -0.130 0.147 -0.115 -0.166
C 0.03865 2.31006 -0.81282 -0.042 -0.452 -0.138 -0.220
N -0.32007 1.03812 -1.47969 -0.170 0.261 -0.117 -0.017
C -1.77523 -1.15768 -3.95504 0.952 -0.099 0.166 -0.192
H -2.80969 -2.70976 -5.10611 0.185 0.075 0.211 0.105
H -3.07081 -2.81370 -3.37422 0.225 0.053 -0.151 0.100
H -1.23600 -4.22407 -3.14012 0.005 0.230 -0.180 0.101
H -0.94615 -4.16919 -4.86934 -0.007 0.242 0.183 0.105
H 0.77484 -3.00724 -2.93832 -0.066 0.061 -0.078 0.108
H 0.74012 -2.50881 -4.63144 0.024 -0.153 -0.200 0.106
H 1.40639 -0.32756 -3.03158 -0.025 0.039 0.044 0.122
H 0.66973 0.00305 -4.60011 0.061 0.234 -0.354 0.120
H -1.11741 1.35379 -3.40808 0.191 -0.073 -0.106 0.132
H 1.78997 2.14372 -3.22337 -0.029 -0.005 0.098 0.111
H 0.49046 2.94760 -4.09253 0.014 -0.166 0.277 0.117
H 1.34264 3.89079 -1.61929 -0.184 -0.158 -0.083 0.105
H -0.34032 4.00727 -2.11897 0.097 -0.158 0.027 0.108
H 0.85986 2.10157 -0.11847 0.090 0.158 -0.008 0.079
H -0.79648 2.69022 -0.21182 0.061 0.056 -0.077 0.103
H -1.27391 0.73942 -1.26185 0.552 0.198 -0.160 0.098
H -1.67573 -0.63441 -4.91289 -0.194 -0.006 -0.225 0.112
H -2.42037 -0.55185 -3.31005 -0.002 -0.063 -0.118 0.101
```
Forces are in eV/Å.

=====

- Which value of net charge does entry 2 give?
  0